# 1
Molecular formula: C12H16N2O3S
Method: DFT, wB97M-V/def2-TZVPD

Last column: natural (NBO) charge in e.
Cartesian coordinates (Å):
N: 3.908 -1.514 1.178  -0.884
C: 3.449 -0.292 0.405  -0.135
C: 4.084 -0.010 -1.104  -0.540
S: 5.760 0.440 -0.649  -0.059
C: 1.996 -0.486 0.170  0.673
O: 1.757 -1.748 0.029  -0.676
N: 1.230 0.675 0.251  -0.673
C: -0.227 0.799 -0.112  -0.152
C: -1.118 0.192 1.025  -0.425
C: -2.360 -0.396 0.572  -0.084
C: -2.406 -1.418 -0.452  -0.181
C: -3.610 -1.795 -1.135  -0.245
C: -4.680 -0.932 -0.977  -0.203
C: -4.727 0.149 0.123  -0.229
C: -3.505 0.241 0.904  -0.192
C: -0.422 2.303 -0.203  0.796
O: 0.512 3.040 0.166  -0.607
O: -1.613 2.562 -0.649  -0.615
H: 4.011 -1.115 2.332  0.367
H: 3.209 -2.329 0.923  0.425
H: 3.674 0.514 1.026  0.196
H: 3.419 0.875 -1.508  0.228
H: 4.079 -0.844 -1.740  0.227
H: 6.184 -1.108 -0.630  0.172
H: 1.310 1.722 0.577  0.462
H: -0.315 0.272 -1.140  0.251
H: -0.475 -0.549 1.485  0.247
H: -1.445 0.921 1.707  0.218
H: -1.459 -1.998 -0.701  0.232
H: -3.544 -2.683 -1.704  0.227
H: -5.580 -0.920 -1.768  0.219
H: -5.643 0.878 0.159  0.238
H: -3.716 0.975 1.873  0.213
H: -1.738 3.578 -0.433  0.508

The SMILES is N[C@@H](CS)C(=O)N[C@@H](Cc1ccccc1)C(=O)O. Its spin multiplicity is 1. The value obtained for the LUMO energy is 0.1088 eV. The energy relative to the best compared isomer or geometry (same formula, charge and spin) comes out at 147.2 kcal per mole. The HOMO-LUMO gap is 8.50 eV.

# 2
Molecular formula: C22H25I2N8ReS3
Method: DFT, wB97M-V/def2-TZVPD

Last column: natural (NBO) charge in e.
Cartesian coordinates (Å):
Re: 0.534 0.743 -0.208  0.794
S: -1.404 -0.489 -0.008  0.053
C: -0.674 -2.070 -0.217  0.085
N: -1.543 -3.096 -0.087  -0.102
N: -1.286 -4.307 -0.378  -0.150
C: -0.372 -4.979 -1.215  0.127
C: 0.375 -4.375 -2.232  -0.213
C: 1.130 -5.176 -3.058  -0.185
C: 1.166 -6.559 -2.870  -0.113
C: 0.417 -7.153 -1.863  -0.188
C: -0.367 -6.368 -1.045  -0.182
N: 0.632 -2.228 -0.287  -0.200
N: 1.333 -1.129 -0.111  -0.385
C: 2.759 -1.403 -0.017  0.166
C: 3.333 -2.360 -0.839  -0.236
C: 4.699 -2.582 -0.764  -0.173
C: 5.481 -1.865 0.133  -0.170
C: 4.892 -0.927 0.968  -0.179
C: 3.526 -0.693 0.892  -0.270
H: -1.987 -4.921 0.032  0.429
H: 0.335 -3.313 -2.403  0.226
H: 1.695 -4.730 -3.865  0.242
H: 1.769 -7.174 -3.526  0.251
H: 0.435 -8.226 -1.727  0.257
H: -0.973 -6.822 -0.267  0.236
H: 2.718 -2.919 -1.533  0.231
H: 5.155 -3.322 -1.409  0.244
H: 6.546 -2.047 0.189  0.248
H: 5.490 -0.397 1.698  0.238
H: 3.063 -0.008 1.587  0.213
I: 2.757 1.646 -1.730  0.422
C: 3.818 3.250 -0.755  -0.704
I: 2.734 4.848 0.062  0.251
H: 4.437 3.631 -1.560  0.260
H: 4.403 2.771 0.019  0.246
S: 1.121 1.641 1.936  -0.004
C: -0.299 2.255 2.703  0.301
N: -0.090 2.761 3.944  -0.476
C: -1.095 3.187 4.737  0.149
C: -2.372 3.125 4.266  -0.291
C: -2.528 2.642 2.968  0.169
N: -1.524 2.227 2.195  -0.473
H: 0.861 2.793 4.298  0.458
H: -0.820 3.559 5.715  0.270
H: -3.209 3.442 4.869  0.283
H: -3.518 2.582 2.527  0.226
S: -0.489 2.620 -1.260  -0.098
C: -2.153 3.109 -0.945  0.403
N: -2.371 4.405 -0.845  -0.540
C: -3.716 5.013 -0.768  -0.226
C: -4.689 3.996 -0.198  -0.425
C: -4.570 2.690 -0.960  -0.227
N: -3.159 2.257 -0.957  -0.551
H: -1.562 5.007 -0.911  0.438
H: -4.018 5.336 -1.765  0.233
H: -3.644 5.894 -0.137  0.241
H: -5.706 4.375 -0.272  0.270
H: -4.471 3.835 0.861  0.200
H: -4.897 2.815 -1.993  0.230
H: -5.168 1.899 -0.514  0.239
H: -2.939 1.284 -1.101  0.432

The total charge is +3. Its spin multiplicity is 4. The value obtained for the LUMO energy (spin up / spin down) is -9.8758 / -10.1746 eV. The expectation value of S² is 3.8961. The energy relative to the best compared isomer or geometry (same formula, charge and spin) comes out at 31.6 kcal per mole. The HOMO-LUMO gap (spin up / spin down) is 5.52 / 5.65 eV.

# 3
Molecular formula: C43H76N3O6
Method: DFT, wB97M-V/def2-TZVPD

Last column: Mulliken charge in e.
Cartesian coordinates (Å):
C: -4.919 9.462 1.371  -1.198
C: -3.414 9.169 1.048  -0.466
C: -3.211 8.061 -0.027  0.244
C: -2.531 8.582 -1.321  -0.101
C: -2.809 7.675 -2.555  -0.967
C: -1.551 7.411 -3.453  -0.223
C: -0.898 6.016 -3.273  -1.121
N: -0.907 5.673 -1.832  0.523
C: -0.100 6.416 -1.057  -0.692
C: -0.004 6.266 0.300  0.985
C: 0.918 7.204 1.070  -2.077
C: -0.772 5.244 0.900  0.799
C: -0.687 5.035 2.415  -0.085
O: -0.457 3.942 2.868  -0.545
O: -0.902 6.094 3.226  -0.476
C: -1.614 4.470 0.089  0.923
C: -2.428 3.400 0.806  -1.183
N: -3.311 4.120 1.795  -0.528
C: -1.679 4.706 -1.293  0.378
C: -2.633 3.879 -2.136  -1.833
C: -2.297 2.355 -2.178  -0.781
C: -1.470 1.911 -3.426  -0.797
C: -0.575 0.707 -3.002  -1.234
C: -1.349 -0.645 -2.963  -0.596
C: -1.368 -1.331 -1.578  -0.694
C: -0.171 -2.277 -1.298  -0.816
C: 0.005 -3.427 -2.312  -0.303
C: 1.388 -4.127 -2.084  -1.086
C: 1.277 -5.494 -1.374  -0.560
C: 2.653 -5.882 -0.707  -0.124
C: 3.190 -7.258 -1.147  -0.256
N: 4.330 -7.716 -0.345  0.422
C: 4.767 -7.281 0.872  -0.298
C: 5.847 -7.980 1.321  -0.639
C: 6.144 -8.942 0.268  -0.645
C: 5.200 -8.708 -0.697  -0.473
H: -5.139 9.294 2.437  0.314
H: -5.201 10.503 1.162  0.293
H: -5.604 8.812 0.807  0.348
H: -2.915 10.120 0.812  0.369
H: -2.983 8.817 2.002  0.202
H: -4.190 7.608 -0.245  0.562
H: -2.572 7.282 0.430  -0.874
H: -3.008 9.558 -1.529  0.500
H: -1.467 8.800 -1.144  0.098
H: -3.542 8.183 -3.197  0.538
H: -3.241 6.729 -2.192  0.281
H: -1.778 7.661 -4.499  0.587
H: -0.790 8.148 -3.139  -0.100
H: -1.290 5.235 -3.925  0.264
H: 0.165 6.129 -3.542  0.499
H: 0.484 7.208 -1.534  0.389
H: 0.311 8.102 1.303  0.379
H: 1.772 7.547 0.477  0.482
H: 1.225 6.794 2.040  0.390
H: -1.049 6.900 2.709  0.376
H: -1.736 2.789 1.401  0.368
H: -3.084 2.817 0.153  0.642
H: -4.049 3.445 2.004  0.344
H: -3.805 4.818 1.232  0.175
H: -2.764 4.231 -3.163  0.705
H: -3.625 3.975 -1.658  0.648
H: -3.267 1.830 -2.241  0.418
H: -1.837 1.991 -1.250  0.358
H: -0.882 2.731 -3.869  0.312
H: -2.200 1.546 -4.168  0.435
H: -0.092 0.931 -2.036  0.516
H: 0.223 0.624 -3.757  0.470
H: -0.949 -1.284 -3.762  0.368
H: -2.403 -0.449 -3.241  0.486
H: -1.357 -0.556 -0.790  0.190
H: -2.286 -1.929 -1.454  0.407
H: -0.380 -2.758 -0.323  0.277
H: 0.777 -1.733 -1.163  0.343
H: -0.779 -4.195 -2.236  0.265
H: 0.015 -3.063 -3.351  0.293
H: 2.080 -3.483 -1.519  0.543
H: 1.851 -4.323 -3.067  0.273
H: 1.051 -6.309 -2.083  0.272
H: 0.482 -5.543 -0.611  0.375
H: 3.370 -5.097 -0.995  0.388
H: 2.590 -5.894 0.390  -0.097
H: 3.525 -7.261 -2.196  0.282
H: 2.425 -8.047 -1.053  0.015
H: 4.290 -6.485 1.438  0.302
H: 6.377 -7.866 2.261  0.475
H: 6.944 -9.677 0.229  0.404
H: 5.164 -9.272 -1.630  0.337
C: 4.644 -6.633 5.810  -1.127
C: 3.895 -6.136 4.600  0.904
O: 4.468 -5.571 3.694  -0.585
C: 2.408 -6.374 4.566  -0.846
H: 5.701 -6.396 5.701  0.356
H: 4.264 -6.146 6.710  0.355
H: 4.531 -7.714 5.898  0.231
H: 1.931 -5.875 5.411  0.354
H: 2.203 -7.439 4.600  0.095
H: 2.000 -5.965 3.641  0.280
C: -0.944 12.023 -1.972  -1.120
C: 0.047 11.123 -2.664  0.992
O: 0.501 10.141 -2.112  -0.533
C: 0.450 11.492 -4.067  -1.299
H: -1.143 11.640 -0.972  0.212
H: -0.536 13.031 -1.887  0.432
H: -1.880 12.047 -2.532  0.299
H: 0.918 12.477 -4.073  0.412
H: -0.426 11.493 -4.718  0.320
H: 1.165 10.762 -4.442  0.338
C: 0.555 -11.006 -0.718  -1.106
C: -0.169 -9.922 -1.476  0.840
O: 0.060 -8.750 -1.272  -0.508
C: -1.188 -10.357 -2.499  -1.182
H: 1.255 -10.552 -0.018  0.259
H: -0.161 -11.610 -0.157  0.373
H: 1.111 -11.639 -1.411  0.326
H: -1.979 -10.933 -2.016  0.347
H: -0.707 -10.962 -3.270  0.344
H: -1.629 -9.479 -2.967  0.293
C: 0.770 -9.467 8.141  -1.145
C: 1.390 -9.491 6.767  0.776
O: 2.128 -8.607 6.392  -0.469
C: 1.054 -10.663 5.880  -1.096
H: 1.097 -8.572 8.669  0.274
H: -0.318 -9.449 8.059  0.341
H: 1.085 -10.344 8.708  0.351
H: -0.022 -10.697 5.699  0.333
H: 1.381 -11.592 6.349  0.343
H: 1.567 -10.552 4.925  0.274

The total charge is +1. Its spin multiplicity is 1. The value obtained for the LUMO energy is -3.7877 eV. The energy relative to the best compared isomer or geometry (same formula, charge and spin) comes out at 26.2 kcal per mole. The HOMO-LUMO gap is 4.74 eV.

# 4
Molecular formula: C5H4NdO2
Method: DFT, wB97M-V/def2-TZVPD

Last column: natural (NBO) charge in e.
Cartesian coordinates (Å):
O: -1.738 -1.104 -2.117  -0.220
C: -1.442 -0.816 -1.019  0.884
C: -1.910 -0.669 0.259  -0.541
C: -1.216 0.087 1.210  0.337
C: 0.046 0.285 1.629  -0.398
H: -2.921 -1.044 0.449  0.344
H: 0.629 -0.578 1.981  0.291
H: 0.387 1.269 1.968  0.283
C: 1.759 0.846 -0.670  -0.179
O: 1.416 -0.174 -1.389  -0.726
Nd: 3.992 0.238 -1.619  1.793
H: 0.997 1.660 -0.682  0.133

The total charge is +2. Its spin multiplicity is 5. The value obtained for the LUMO energy (spin up / spin down) is -8.8955 / -8.8937 eV. The expectation value of S² is 6.0055. The HOMO-LUMO gap (spin up / spin down) is 6.36 / 6.92 eV.

Q: What is the spin multiplicity in the third record?
A: 1

Q: Which formula does entry 4 have?
A: C5H4NdO2

Q: Look up the spin multiplicity of the first one.
A: 1